Entry 1:
Entry from OMol25: a cluster of 3 separate species, C36H62N3O6SSi in total in a non-equilibrium geometry (ωB97M-V/def2-TZVPD).

Computed properties:
Charge: +1
F_max (eV Å⁻¹): 2.4

XYZ file:
```
109
C36H62N3O6SSi | OMol25 | ωB97M-V/def2-TZVPD
C 8.741 -6.065 -0.687
C 9.464 -4.738 -1.005
C 9.127 -3.614 0.003
C 8.207 -2.517 -0.583
C 6.877 -2.369 0.182
C 6.322 -0.926 0.140
C 5.023 -0.780 -0.678
C 3.956 0.129 -0.026
C 3.597 1.385 -0.817
C 3.364 1.174 -2.313
C 2.483 -0.031 -2.632
C 0.995 0.237 -2.365
C 0.139 -0.484 -3.415
C -1.356 -0.498 -3.048
C -1.904 -1.918 -2.773
C -2.656 -2.056 -1.446
C -4.204 -2.125 -1.585
N -4.798 -1.152 -0.687
C -6.264 -1.007 -0.820
Si -7.115 -0.507 0.832
C -8.649 0.521 0.425
C -5.932 0.478 1.931
C -7.691 -1.997 1.853
C -6.871 -2.233 -1.512
N -8.323 -2.280 -1.293
N -6.234 -3.471 -0.973
C -4.722 -3.508 -1.110
S -4.084 -4.883 -2.125
C -5.362 -6.085 -2.472
O -3.557 -4.422 -3.367
O -3.104 -5.511 -1.297
H 8.468 -6.147 0.358
H 7.859 -6.157 -1.310
H 9.404 -6.899 -0.901
H 10.538 -4.895 -1.009
H 9.181 -4.448 -2.010
H 10.073 -3.168 0.290
H 8.688 -4.027 0.903
H 7.971 -2.741 -1.617
H 8.757 -1.587 -0.532
H 6.150 -3.096 -0.168
H 7.107 -2.627 1.212
H 7.082 -0.290 -0.301
H 6.174 -0.594 1.164
H 5.285 -0.476 -1.687
H 4.590 -1.773 -0.769
H 3.067 -0.462 0.167
H 4.366 0.458 0.922
H 4.325 2.173 -0.668
H 2.663 1.775 -0.405
H 4.295 1.115 -2.867
H 2.847 2.049 -2.702
H 2.803 -0.935 -2.126
H 2.575 -0.234 -3.698
H 0.705 -0.164 -1.396
H 0.769 1.295 -2.450
H 0.265 0.047 -4.355
H 0.503 -1.489 -3.602
H -1.875 -0.124 -3.928
H -1.575 0.201 -2.245
H -2.489 -2.240 -3.623
H -1.059 -2.595 -2.731
H -2.346 -2.934 -0.882
H -2.441 -1.187 -0.838
H -4.437 -1.930 -2.626
H -4.508 -1.351 0.264
H -6.439 -0.182 -1.510
H -9.461 -0.177 0.266
H -8.475 1.115 -0.463
H -8.872 1.141 1.287
H -4.915 0.154 1.744
H -6.057 1.526 1.682
H -6.194 0.332 2.970
H -8.512 -1.712 2.501
H -8.043 -2.853 1.279
H -6.903 -2.345 2.521
H -6.721 -2.175 -2.585
H -8.796 -1.960 -2.131
H -8.659 -3.223 -1.118
H -6.461 -3.490 0.029
H -6.717 -4.274 -1.385
H -4.309 -3.632 -0.120
H -4.840 -6.969 -2.807
H -6.003 -6.254 -1.612
H -5.962 -5.696 -3.290
C 3.859 6.132 1.340
C 4.477 5.000 1.015
C 4.598 3.883 1.987
O 5.160 2.851 1.689
C 4.002 4.076 3.332
C 3.384 5.209 3.658
C 3.266 6.322 2.686
O 2.696 7.351 2.987
H 3.760 6.959 0.649
H 4.918 4.838 0.040
H 4.100 3.249 4.023
H 2.939 5.374 4.631
C -1.520 7.496 5.868
C -2.457 8.309 5.389
C -2.351 8.889 4.027
O -3.207 9.629 3.592
C -1.159 8.529 3.221
C -0.219 7.716 3.698
C -0.328 7.135 5.059
O 0.522 6.386 5.497
H -1.578 7.061 6.858
H -3.334 8.584 5.962
H -1.101 8.963 2.231
H 0.664 7.440 3.132
```

These are the Mulliken partial charges, in e, on atoms 1 to 2: C -1.144; C -0.461

---

Entry 2:
Entry from OMol25: a cluster of 6 separate species, C36H62NO19P in total in a non-equilibrium geometry (ωB97M-V/def2-TZVPD).

Computed properties:
Charge: 0
F_max (eV Å⁻¹): 2.0
SMILES: CCCOC[C@@]1(CCCO)C(=O)O[C@H]([PH2]=N)[C@H]1[C@@H](C)CCC.C[C@@H]1COC(=O)O1.C[C@@H]1COC(=O)O1.C[C@@H]1COC(=O)O1.C[C@@H]1COC(=O)O1.C[C@@H]1COC(=O)O1

XYZ file:
```
119
C36H62NO19P | OMol25 | ωB97M-V/def2-TZVPD
C -1.276 -1.179 -1.601
C -2.399 -0.782 -0.646
C -2.255 -1.426 0.721
O -1.360 -0.663 1.506
C -0.638 -1.362 2.497
C 0.825 -0.841 2.554
C 1.820 -1.983 2.309
C 1.894 -2.505 0.857
C 1.373 -3.930 0.669
O 2.477 -4.841 0.755
C 0.834 0.329 1.559
O 1.028 0.384 0.361
O 0.550 1.477 2.293
C 1.457 1.356 3.413
P 3.165 1.660 2.683
N 4.061 0.376 2.478
C 1.221 -0.095 3.872
C 0.259 -0.185 5.065
C 0.148 -1.661 5.496
C 0.774 0.639 6.252
C 0.024 0.425 7.577
C 0.818 -0.389 8.609
H -1.408 -0.650 -2.545
H -0.293 -0.921 -1.215
H -1.304 -2.243 -1.826
H -2.441 0.302 -0.557
H -3.339 -1.107 -1.090
H -1.903 -2.449 0.574
H -3.240 -1.452 1.196
H -0.611 -2.433 2.296
H -1.156 -1.238 3.444
H 1.485 -2.815 2.931
H 2.814 -1.729 2.645
H 1.403 -1.844 0.152
H 2.944 -2.534 0.577
H 0.880 -4.015 -0.299
H 0.676 -4.196 1.466
H 2.303 -5.567 0.160
H 1.330 2.133 4.157
H 3.828 2.613 3.483
H 2.855 2.282 1.462
H 4.937 0.476 2.974
H 2.178 -0.391 4.312
H -0.748 0.139 4.794
H -0.704 -1.818 6.151
H 0.107 -2.341 4.656
H 1.031 -1.926 6.079
H 1.815 0.348 6.406
H 0.748 1.696 6.001
H -0.160 1.395 8.036
H -0.954 -0.027 7.426
H 0.418 -0.204 9.603
H 0.787 -1.453 8.398
H 1.844 -0.028 8.617
C -6.048 2.529 0.700
C -5.964 1.899 -0.666
C -7.284 1.555 -1.313
O -6.923 0.458 -2.172
C -5.847 -0.151 -1.614
O -5.403 -1.199 -1.962
O -5.352 0.594 -0.603
H -5.071 2.526 1.181
H -6.393 3.560 0.622
H -6.733 1.976 1.344
H -5.355 2.517 -1.332
H -7.706 2.368 -1.898
H -8.026 1.200 -0.594
C -0.189 3.864 0.470
C -1.275 3.920 -0.571
C -0.836 4.321 -1.959
O -2.035 4.896 -2.499
C -2.763 5.375 -1.461
O -3.728 6.057 -1.571
O -2.239 4.957 -0.285
H -0.622 3.793 1.465
H 0.438 2.993 0.304
H 0.433 4.762 0.445
H -1.816 2.969 -0.596
H -0.510 3.484 -2.571
H -0.058 5.088 -1.945
C -7.849 -2.380 -4.051
C -8.900 -3.290 -3.473
C -8.391 -4.331 -2.502
O -9.366 -5.374 -2.642
C -9.886 -5.285 -3.892
O -10.586 -6.099 -4.392
O -9.489 -4.132 -4.485
H -8.249 -1.830 -4.902
H -7.504 -1.670 -3.306
H -6.991 -2.950 -4.408
H -9.708 -2.704 -3.024
H -8.352 -3.985 -1.472
H -7.415 -4.726 -2.791
C 6.948 -0.009 -1.546
C 6.146 1.143 -0.999
C 5.994 2.327 -1.926
O 5.823 3.414 -1.006
C 6.448 3.067 0.149
O 6.634 3.804 1.060
O 6.810 1.767 0.119
H 7.204 -0.705 -0.749
H 6.378 -0.545 -2.300
H 7.882 0.336 -1.988
H 5.170 0.795 -0.647
H 5.135 2.254 -2.589
H 6.897 2.512 -2.516
C 7.015 0.591 -7.718
C 6.976 0.304 -6.239
C 8.321 0.211 -5.556
O 8.040 -0.665 -4.454
C 7.004 -1.461 -4.825
O 6.633 -2.408 -4.218
O 6.450 -1.010 -5.977
H 6.038 0.411 -8.166
H 7.294 1.629 -7.897
H 7.731 -0.058 -8.223
H 6.331 1.026 -5.729
H 8.693 1.166 -5.194
H 9.079 -0.258 -6.187
```

These are the Mulliken partial charges, in e, on atoms 1 to 2: C -1.299; C 0.998

---

Entry 3:
Entry from OMol25: a cluster of 8 separate species, C36H63F11N9O19 in total in a non-equilibrium geometry (ωB97M-V/def2-TZVPD).

Computed properties:
Charge: +1
F_max (eV Å⁻¹): 3.3

XYZ file:
```
138
C36H63F11N9O19 | OMol25 | ωB97M-V/def2-TZVPD
C -4.444 0.274 -2.470
O -4.710 -0.585 -3.571
C -4.436 0.039 -4.834
C -3.778 -1.023 -5.777
C -2.479 -0.513 -6.460
C -1.428 -0.089 -5.389
C 0.023 0.051 -5.985
N 1.069 -0.115 -4.935
N 1.548 1.042 -4.521
C 2.432 0.865 -3.556
C 3.046 2.170 -3.008
C 2.135 2.591 -1.784
O 2.988 2.718 -0.649
C 2.278 2.434 0.548
C 3.057 3.068 1.716
F 2.598 2.515 2.878
F 4.348 2.693 1.582
C 3.009 4.633 1.763
F 4.285 5.055 2.015
F 2.649 5.198 0.596
C 2.082 5.229 2.892
F 2.568 5.007 4.122
F 2.054 6.586 2.710
C 0.599 4.754 2.821
F -0.078 5.498 3.744
F 0.055 5.028 1.614
C 2.875 -0.333 -2.966
C 2.357 -1.544 -3.481
C 2.784 -2.879 -2.904
C 3.017 -2.858 -1.361
C 1.850 -3.543 -0.571
C 1.940 -3.081 0.929
C 1.156 -1.777 1.207
C -0.391 -1.953 1.404
C -0.816 -3.254 2.155
C -1.089 -4.367 1.106
O -2.265 -5.152 1.423
C -2.547 -5.867 0.265
C -1.621 -7.032 -0.129
O -3.458 -5.583 -0.438
C 1.402 -1.332 -4.527
C 0.782 -2.592 -5.151
O -0.447 -2.971 -4.505
C -1.068 -4.003 -5.135
F -1.729 -4.683 -4.190
F -0.233 -4.869 -5.728
F -1.969 -3.628 -6.043
H -5.201 0.051 -1.694
H -3.444 0.073 -2.027
H -4.536 1.351 -2.708
H -5.427 0.339 -5.238
H -3.846 0.969 -4.736
H -3.605 -1.924 -5.163
H -4.535 -1.287 -6.538
H -2.775 0.399 -7.022
H -2.067 -1.210 -7.210
H -1.458 -0.691 -4.465
H -1.716 0.937 -5.084
H 0.196 -0.586 -6.865
H 0.050 1.082 -6.378
H 4.090 2.021 -2.694
H 2.940 2.978 -3.752
H 1.351 1.819 -1.610
H 1.597 3.537 -1.983
H 1.242 2.829 0.518
H 2.239 1.330 0.672
H 0.465 3.692 3.085
H 3.596 -0.293 -2.146
H 3.770 -3.116 -3.362
H 2.127 -3.727 -3.154
H 3.952 -3.369 -1.065
H 3.094 -1.837 -0.940
H 2.002 -4.636 -0.597
H 0.860 -3.245 -0.965
H 3.014 -2.846 1.098
H 1.707 -3.914 1.609
H 1.535 -1.234 2.094
H 1.298 -1.082 0.345
H -0.727 -1.100 2.029
H -0.924 -1.831 0.439
H -1.725 -3.025 2.742
H -0.059 -3.580 2.892
H -0.218 -5.053 1.053
H -1.252 -3.912 0.105
H -0.755 -6.593 -0.668
H -2.125 -7.714 -0.827
H -1.262 -7.566 0.776
H 1.493 -3.412 -4.938
H 0.714 -2.563 -6.252
C 3.455 7.283 5.818
N 3.977 7.713 7.144
O 4.153 6.850 7.982
O 4.187 8.899 7.290
H 3.317 6.211 5.833
H 2.509 7.795 5.657
H 4.189 7.569 5.069
C -3.522 -8.664 3.503
N -2.077 -8.347 3.329
O -1.562 -8.624 2.255
O -1.510 -7.833 4.267
H -3.892 -9.116 2.589
H -3.606 -9.354 4.338
H -4.039 -7.731 3.712
C 3.239 8.441 0.540
N 3.810 9.343 -0.499
O 3.131 9.573 -1.477
O 4.925 9.783 -0.287
H 2.251 8.126 0.224
H 3.907 7.590 0.632
H 3.189 9.006 1.467
C 6.523 6.504 -0.002
N 6.819 5.824 -1.292
O 6.939 6.518 -2.279
O 6.919 4.610 -1.262
H 6.462 7.575 -0.174
H 5.576 6.120 0.364
H 7.333 6.272 0.684
C -0.233 6.192 6.602
N -1.318 6.834 7.392
O -1.427 8.041 7.316
O -2.017 6.097 8.058
H 0.305 6.962 6.060
H 0.423 5.679 7.301
H -0.700 5.493 5.917
C -5.073 -4.256 2.853
N -4.570 -4.258 4.253
O -3.489 -3.737 4.465
O -5.276 -4.781 5.090
H -4.342 -3.761 2.223
H -5.204 -5.288 2.550
H -6.018 -3.720 2.846
C -8.340 -6.456 0.310
N -7.353 -7.152 1.180
O -7.038 -8.284 0.879
O -6.930 -6.530 2.138
H -8.625 -7.126 -0.495
H -9.198 -6.203 0.926
H -7.858 -5.563 -0.081
```

These are the Mulliken partial charges, in e, on atoms 1 to 2: C -0.626; O -0.339

---

Entry 4:
Entry from OMol25: a cluster of 3 separate species, C36H64BrIN4O4P in total (ωB97M-V/def2-TZVPD).

Computed properties:
Charge: +1
F_max (eV Å⁻¹): 0.8

XYZ file:
```
111
C36H64BrIN4O4P | OMol25 | ωB97M-V/def2-TZVPD
C -3.254 4.878 0.851
C -2.954 3.380 0.865
C -2.273 2.879 -0.422
C -0.754 2.622 -0.292
C -0.373 1.145 -0.474
N 0.820 0.802 0.390
C 0.292 0.454 1.765
C -0.010 -1.047 1.943
C -1.491 -1.180 2.379
C -1.929 -0.509 3.697
C -2.240 -1.467 4.856
I -3.742 0.612 3.257
P 1.274 -1.897 3.064
O 0.869 -1.034 4.396
Br 0.269 -3.864 3.367
O 0.012 -1.752 0.719
C 1.065 -1.628 -0.221
N 2.035 -2.664 0.077
C 0.350 -1.913 -1.580
C -0.785 -2.897 -1.444
C -2.093 -2.442 -1.448
C -3.152 -3.318 -1.309
C -2.908 -4.674 -1.152
C -1.608 -5.144 -1.159
C -0.557 -4.261 -1.319
C 1.797 -0.216 -0.164
C 2.253 0.105 -1.604
C 3.111 -0.160 0.694
C 3.349 1.035 1.623
C 3.562 0.725 2.963
C 3.797 1.693 3.928
C 3.835 3.019 3.555
C 3.671 3.354 2.222
C 3.438 2.393 1.239
C 3.352 2.896 -0.182
H -3.916 5.137 1.678
H -2.347 5.472 0.982
H -3.734 5.178 -0.080
H -2.334 3.157 1.737
H -3.885 2.833 1.019
H -2.441 3.612 -1.212
H -2.773 1.966 -0.757
H -0.245 3.189 -1.070
H -0.435 2.972 0.693
H -1.192 0.477 -0.215
H -0.121 0.991 -1.513
H 1.309 1.688 0.525
H -0.629 1.025 1.884
H 0.985 0.804 2.525
H -1.790 -2.226 2.341
H -2.022 -0.697 1.557
H -1.222 0.249 4.010
H -3.168 -1.202 5.356
H -1.456 -1.423 5.608
H -2.355 -2.486 4.495
H 1.550 -1.124 5.075
H 1.552 -3.486 0.417
H 2.622 -2.899 -0.711
H 1.082 -2.305 -2.285
H -0.074 -1.012 -2.011
H -2.283 -1.381 -1.572
H -4.167 -2.945 -1.332
H -3.755 -5.340 -1.048
H -1.417 -6.203 -1.044
H 0.457 -4.643 -1.335
H 1.466 0.377 -2.296
H 2.765 -0.784 -1.973
H 2.998 0.892 -1.612
H 3.946 -0.211 -0.008
H 3.196 -1.059 1.296
H 3.571 -0.317 3.251
H 3.965 1.406 4.957
H 4.032 3.795 4.282
H 3.738 4.396 1.934
H 4.208 2.549 -0.769
H 2.458 2.602 -0.729
H 3.383 3.985 -0.186
C 2.178 9.761 0.511
C 2.418 8.682 1.562
C 3.405 7.593 1.127
O 2.885 6.650 0.203
C 2.881 7.073 -1.150
N 1.126 8.135 1.986
H 1.505 9.416 -0.274
H 1.714 10.631 0.973
H 3.113 10.082 0.047
H 2.868 9.166 2.434
H 3.674 7.009 2.013
H 4.330 8.032 0.733
H 3.745 7.705 -1.371
H 1.966 7.612 -1.405
H 2.931 6.180 -1.773
H 1.257 7.517 2.781
H 0.774 7.539 1.242
C -4.256 -8.021 -5.582
C -3.582 -7.553 -4.298
C -2.139 -8.049 -4.122
O -2.020 -9.402 -3.740
C -2.107 -10.345 -4.793
N -4.427 -7.911 -3.153
H -4.578 -9.060 -5.510
H -5.143 -7.421 -5.777
H -3.587 -7.928 -6.440
H -3.524 -6.460 -4.334
H -1.692 -7.478 -3.303
H -1.534 -7.856 -5.019
H -1.652 -9.957 -5.709
H -3.140 -10.632 -5.001
H -1.562 -11.233 -4.479
H -4.030 -7.500 -2.313
H -4.344 -8.913 -3.008
```

These are the Mulliken partial charges, in e, on atoms 1 to 2: C -1.444; C -0.213

---

no.,HOMO (Eh),LUMO energy (hartree),orbital gap (eV)
1,-0.41221,-0.123,7.88
2,-0.32847,0.008,9.16
3,-0.44258,-0.179,7.18
4,-0.38833,-0.074,8.57